--- P ---
20
Properties=species:S:1:pos:R:3 method="wB97M-V/def2-TZVPD" orbital_gap_ev=6.03 total_charge=-1 smiles=CN1CCC[C@H]1C[O-] e_lumo_ev=3.8147
C -2.39163 -0.32838 0.32524
N -1.09743 0.16844 -0.05924
C -0.90138 0.07340 -1.55519
C 0.48323 -0.64276 -1.72165
C 1.02840 -0.92730 -0.34720
C 0.18403 -0.22092 0.67852
C 0.85467 1.09409 1.26364
O 2.15964 0.87442 1.50892
H -2.84960 -0.85799 -0.52556
H -3.07953 0.48478 0.63092
H -2.25249 -0.92064 1.25046
H -1.58709 -0.46830 -2.20916
H -0.75620 1.16326 -1.91197
H 1.08917 0.15728 -2.14544
H 0.55122 -1.56114 -2.31234
H 0.82560 -2.03456 -0.09184
H 2.09715 -0.70643 -0.08764
H -0.02694 -1.03505 1.43990
H 0.25322 1.30192 2.20758
H 0.76450 1.79223 0.39041

=====

--- Q ---
20
Properties=species:S:1:pos:R:3 method="wB97M-V/def2-TZVPD" orbital_gap_ev=6.01 total_charge=-1 smiles="C=C(C)C[C@@H](N)C[O-]" e_lumo_ev=3.6224
C -2.43019 0.16150 0.31112
C -1.33421 -0.45698 -0.12782
C -1.22142 -1.26821 -1.40467
C -0.07741 -0.44798 0.67278
C 1.18420 0.12171 -0.06688
N 0.81009 1.31589 -0.89359
C 2.25975 0.58529 1.02607
O 2.32549 -0.28050 2.05785
H -3.31848 0.28194 -0.29201
H -2.41258 0.69830 1.25160
H -0.30746 -1.05124 -1.95577
H -2.01618 -1.02875 -2.11506
H -1.25104 -2.30415 -1.07579
H -0.01574 0.16512 1.58612
H 0.21675 -1.42183 1.07519
H 1.56190 -0.71306 -0.67004
H -0.19755 1.37686 -0.97474
H 1.09200 2.09344 -0.30908
H 3.26724 0.56474 0.56689
H 1.86486 1.60794 1.33783

=====

Winner for stability: Q

=====

--- P ---
49
Properties=species:S:1:pos:R:3 method="wB97M-V/def2-TZVPD" orbital_gap_ev=9.49 total_charge=0 smiles="Cc1ccnc(C)c1C(=O)NC[C@@H]1Cc2ccccc2CN1C(=O)CO" e_lumo_ev=0.4244
C 4.10426 0.75657 1.76721
C 4.21496 -0.21413 0.62532
C 5.43236 -0.49369 0.01881
C 5.47271 -1.40239 -1.02420
N 4.40514 -2.04617 -1.48756
C 3.22905 -1.79609 -0.91328
C 2.04454 -2.57089 -1.41837
C 3.09701 -0.88112 0.13247
C 1.74860 -0.65770 0.75391
O 1.31228 -1.35728 1.65429
N 1.04592 0.38257 0.24133
C -0.28710 0.68887 0.72201
C -1.33113 -0.30894 0.19816
C -1.58071 -0.16580 -1.29795
C -2.29439 1.12171 -1.61039
C -2.12137 1.75977 -2.83664
C -2.77699 2.94393 -3.12310
C -3.61416 3.51148 -2.17007
C -3.78277 2.88797 -0.94694
C -3.13235 1.69068 -0.65665
C -3.36195 1.06097 0.69388
N -2.58950 -0.15620 0.91041
C -2.89023 -0.85536 2.05515
O -3.80876 -0.52172 2.77200
C -2.02849 -2.08383 2.34639
O -2.51904 -2.76148 3.47617
H 3.54267 0.31938 2.59354
H 5.08983 1.04343 2.12878
H 3.58008 1.66361 1.45937
H 6.34065 -0.01222 0.35729
H 6.41345 -1.62941 -1.51373
H 1.75010 -3.32752 -0.68840
H 1.17899 -1.92605 -1.58333
H 2.30747 -3.06473 -2.34997
H 1.45037 0.91281 -0.51121
H -0.28157 0.65152 1.81285
H -0.53967 1.70487 0.41551
H -0.94449 -1.30710 0.38889
H -0.63335 -0.21196 -1.84070
H -2.17809 -1.01899 -1.63070
H -1.46162 1.31537 -3.57371
H -2.63432 3.42589 -4.08142
H -4.13026 4.43911 -2.38007
H -4.43125 3.33177 -0.19964
H -3.14634 1.79409 1.48070
H -4.41606 0.80875 0.81171
H -2.06620 -2.74571 1.47256
H -0.98608 -1.77611 2.46861
H -1.79218 -2.92249 4.08074

=====

--- Q ---
49
Properties=species:S:1:pos:R:3 method="wB97M-V/def2-TZVPD" orbital_gap_ev=6.39 total_charge=0 e_lumo_ev=-1.5168
C 1.08249 -5.13782 1.06169
C 0.43010 -3.75175 1.06431
O -0.76707 -3.54160 1.28206
N 1.39972 -2.85025 0.78447
C 2.59610 -3.49682 0.58860
O 3.67828 -3.02122 0.30627
O 2.44585 -4.88684 0.73849
H 0.98879 -5.60900 2.05162
H 0.60152 -5.79199 0.31912
C -2.82659 2.32051 4.96232
N -3.19505 1.35198 3.95087
C -4.61287 1.10895 3.79361
C -2.25250 0.83161 3.09702
C -1.00112 0.40228 3.62454
C -0.01416 -0.06279 2.78914
C -0.14516 0.07344 1.37521
C 0.93768 -0.24281 0.52947
C 1.09270 0.18607 -0.81909
C 1.59553 -0.75887 -1.75054
C 1.79504 -0.42561 -3.06991
C 1.67855 0.93147 -3.48769
N 1.95308 1.28150 -4.78209
C 1.73399 0.37168 -5.88835
C 2.02545 2.67295 -5.17633
C 1.29906 1.90912 -2.52475
C 0.86668 1.52206 -1.26911
C -1.40382 0.50630 0.85187
C -2.46815 0.76879 1.69405
H -1.75374 2.25354 5.16281
H -3.05562 3.34777 4.63291
H -3.39599 2.11804 5.87599
H -4.79189 0.07077 3.48335
H -5.08735 1.27728 4.76725
H -5.08074 1.77848 3.05716
H -0.85481 0.42800 4.70621
H 0.89982 -0.50728 3.18672
H 1.74253 -0.84819 0.94647
H 1.79398 -1.76550 -1.38282
H 2.10487 -1.19547 -3.77475
H 1.83079 -0.66720 -5.57221
H 0.73004 0.51678 -6.32038
H 2.47203 0.58761 -6.66903
H 2.67155 3.24021 -4.49618
H 2.44353 2.71419 -6.18637
H 1.03145 3.14703 -5.18919
H 1.32691 2.96570 -2.79751
H 0.42263 2.24944 -0.58531
H -1.51555 0.59833 -0.22997
H -3.44851 1.02914 1.28798

=====

Winner for stability: P

=====

--- P ---
53
Properties=species:S:1:pos:R:3 method="wB97M-V/def2-TZVPD" orbital_gap_ev=8.55 total_charge=0 smiles="CCCOC(=O)c1ccc(Oc2c(-c3ccc(OCC)cc3O)n[nH]c2C)cc1" e_lumo_ev=0.6761
C 1.67357 0.44494 -5.42783
C 0.67558 -0.69913 -5.29639
C 0.81058 -1.42102 -3.95722
O 0.45001 -0.55908 -2.88240
C 1.41936 -0.14977 -2.05492
O 2.57661 -0.48961 -2.14984
C 0.90669 0.73273 -0.98513
C 1.81738 1.30069 -0.09511
C 1.37678 2.02807 0.98767
C 0.00870 2.17521 1.20492
O -0.38468 2.79242 2.36198
C -1.52510 2.31235 2.96456
C -1.97642 0.96641 3.07257
C -1.38078 -0.20640 2.42906
C -2.15791 -1.01507 1.60183
C -1.58888 -1.99977 0.82995
C -0.20629 -2.20697 0.86248
O 0.27512 -3.14652 0.01421
C 1.67531 -3.35062 -0.06249
C 1.92853 -4.40488 -1.12842
C 0.56933 -1.46203 1.73875
C -0.01255 -0.47543 2.52506
O 0.80830 0.19652 3.37568
N -3.10172 0.93582 3.76923
N -3.36616 2.19339 4.11728
C -2.44853 3.07617 3.65282
C -2.50872 4.53741 3.90094
C -0.90274 1.68450 0.27286
C -0.45548 0.96435 -0.81326
H 1.57302 0.92720 -6.39713
H 2.69162 0.07607 -5.32544
H 1.50176 1.19056 -4.65435
H 0.83771 -1.42991 -6.09060
H -0.34185 -0.31395 -5.38720
H 0.12743 -2.27454 -3.90990
H 1.84093 -1.76089 -3.80658
H 2.87148 1.13155 -0.25377
H 2.06841 2.44278 1.70361
H -3.22032 -0.83196 1.55801
H -2.18593 -2.60980 0.17200
H 2.17925 -2.41281 -0.32983
H 2.05805 -3.69362 0.90829
H 2.99498 -4.59107 -1.21456
H 1.54969 -4.06004 -2.08649
H 1.42160 -5.32978 -0.86635
H 1.63256 -1.60474 1.83334
H 0.30719 0.87089 3.85232
H -4.18136 2.39679 4.67269
H -3.45885 4.94762 3.56036
H -1.69888 5.02285 3.36352
H -2.40378 4.75459 4.96393
H -1.96023 1.84380 0.42297
H -1.16035 0.55373 -1.51767

=====

--- Q ---
53
Properties=species:S:1:pos:R:3 method="wB97M-V/def2-TZVPD" orbital_gap_ev=9.15 total_charge=0 smiles="CC[C@H]1Oc2ccc(C)cc2N(CC(=O)NC[C@@H]2COc3ccccc3O2)C1=O" e_lumo_ev=0.7455
C 3.01638 0.26028 -2.80765
C 3.50697 1.07228 -1.61669
C 2.55225 1.00815 -0.42307
O 3.28443 1.38406 0.73207
C 2.52001 1.46740 1.86318
C 3.07377 1.17274 3.09846
C 2.29054 1.23339 4.23669
C 0.94171 1.55791 4.15994
C 0.08984 1.59304 5.39167
C 0.39511 1.87614 2.92325
C 1.18214 1.86265 1.78124
N 0.69710 2.26201 0.52143
C -0.49745 3.08673 0.42088
C -1.71972 2.17193 0.26008
O -2.45781 1.88972 1.17771
N -1.84343 1.70530 -0.99960
C -2.70150 0.59270 -1.31806
C -1.95835 -0.74110 -1.16072
C -0.81368 -0.91153 -2.16620
O -0.11312 -2.10460 -1.89873
C -0.94646 -3.18286 -1.71713
C -0.40470 -4.45970 -1.78551
C -1.21633 -5.56827 -1.64222
C -2.57850 -5.41040 -1.44154
C -3.12379 -4.14443 -1.35248
C -2.31348 -3.02297 -1.47575
O -2.89234 -1.78435 -1.34477
C 1.31133 1.87121 -0.61709
O 0.86493 2.15658 -1.72008
H 3.77047 0.26283 -3.59034
H 2.10376 0.69239 -3.20743
H 2.81837 -0.76985 -2.51912
H 4.46918 0.69125 -1.27010
H 3.63966 2.11594 -1.90573
H 2.19354 -0.03296 -0.29836
H 4.11479 0.89694 3.14659
H 2.72992 1.00219 5.19529
H -0.96005 1.47391 5.13791
H 0.37979 0.80591 6.08372
H 0.21039 2.54896 5.90197
H -0.65461 2.11458 2.85431
H -0.59047 3.69424 1.32059
H -0.38907 3.72860 -0.45715
H -1.10562 1.93567 -1.65707
H -3.54478 0.60076 -0.62366
H -3.07191 0.69138 -2.34023
H -1.53859 -0.80165 -0.14230
H -0.08351 -0.10488 -2.09869
H -1.23554 -0.94115 -3.18110
H 0.65541 -4.55549 -1.95831
H -0.78588 -6.55607 -1.69740
H -3.21680 -6.27475 -1.34394
H -4.17744 -3.99407 -1.18026

=====

Winner for stability: Q